No. 1
C56H82BrN4O4Y | wB97M-V/def2-TZVPD

HOMO energy	-7.226	eV
maximum force	0.28	eV/A
spin multiplicity	1
HOMO-LUMO gap	7.617	eV
ΔE to the lowest compared entry with this formula, charge and spin	22.60	kcal/mol

Cartesian coordinates (Å):
Y -0.866092 -0.424396 0.391332
C 2.097638 0.616895 7.996070
C 0.847806 1.218125 7.340957
C 1.019659 2.737092 7.303233
C -0.380179 0.896748 8.201460
C 0.654967 0.624676 5.946004
C 0.595959 1.394517 4.794969
C 0.370180 0.833612 3.542138
C 0.139197 1.831072 2.422179
N 0.588455 1.516122 1.047102
C 2.032544 1.252751 0.953425
C 2.377983 -0.220847 0.752303
N 1.558670 -0.879233 -0.284052
C 1.857476 -0.320708 -1.617928
C 0.641694 0.102759 -2.434165
N -0.319651 0.925050 -1.675007
C 0.254237 2.239719 -1.327128
C 0.167071 2.610055 0.153052
C -1.568469 1.018836 -2.458839
C -2.923015 1.316785 -1.816198
C -3.933161 1.445079 -2.766729
C -5.244257 1.708941 -2.423657
C -5.502429 1.935317 -1.072845
C -4.537440 1.871171 -0.081325
C -3.231677 1.439720 -0.448242
O -2.319701 1.141497 0.465090
C -4.952834 2.277676 1.342536
C -5.702452 1.111565 1.996532
C -5.890928 3.495313 1.272253
C -3.796036 2.702246 2.253499
C -6.381305 1.772874 -3.437870
C -5.883554 1.599160 -4.873721
C -7.383241 0.651896 -3.134402
C -7.092989 3.127975 -3.345976
C 1.774127 -2.340348 -0.205031
C 0.694096 -3.357470 -0.577336
C 1.087642 -4.672373 -0.341807
C 0.276436 -5.751577 -0.641679
C -0.942067 -5.471462 -1.257535
C -1.390336 -4.188498 -1.534656
C -0.580271 -3.104184 -1.114238
O -1.020325 -1.854517 -1.182948
C -2.703792 -4.056086 -2.320396
C -2.498234 -4.765730 -3.673909
C -3.866358 -4.738668 -1.563623
C -3.138150 -2.627778 -2.658904
C 0.657464 -7.198341 -0.334337
C 0.680224 -8.019348 -1.630848
C 2.037272 -7.304120 0.316970
C -0.374731 -7.796762 0.626835
C 0.217425 -0.566122 3.418162
O -0.038570 -1.076243 2.236415
C 0.328331 -1.385635 4.569841
C 0.525954 -0.753123 5.790998
C 0.207251 -2.916662 4.579478
C 0.066954 -3.584995 3.208471
C 1.468819 -3.506904 5.233131
C -1.025210 -3.317484 5.403535
H 2.244647 1.041762 8.991238
H 2.985901 0.826945 7.399154
H 2.018867 -0.464618 8.104739
H 1.164789 3.118997 8.314822
H 0.143794 3.235161 6.884643
H 1.889311 3.025055 6.711294
H -0.258457 1.293487 9.211342
H -0.538100 -0.179265 8.280161
H -1.280463 1.336577 7.767831
H 0.695856 2.470536 4.856679
H 0.641087 2.758200 2.739925
H -0.931609 2.045083 2.335249
H 2.533929 1.593932 1.867021
H 2.441773 1.857578 0.141584
H 2.199488 -0.752935 1.683513
H 3.449773 -0.299819 0.510847
H 2.415028 -1.055942 -2.209485
H 2.535106 0.525126 -1.486833
H 0.107068 -0.785760 -2.756803
H 0.986751 0.641663 -3.330750
H -0.246614 3.024737 -1.904565
H 1.297284 2.250568 -1.651849
H -0.863781 2.844583 0.408704
H 0.777806 3.509460 0.331458
H -1.665634 0.065840 -2.980522
H -1.437740 1.798595 -3.225427
H -3.661997 1.307266 -3.805928
H -6.513018 2.191366 -0.785629
H -6.635322 0.902647 1.471207
H -5.943101 1.343244 3.037640
H -5.101649 0.203582 1.977171
H -6.830389 3.280117 0.765391
H -5.407379 4.322498 0.751356
H -6.138945 3.826643 2.282336
H -3.125613 1.885076 2.479582
H -4.220076 3.088513 3.185139
H -3.211849 3.502236 1.795916
H -5.412399 0.626978 -5.022619
H -5.163834 2.371958 -5.146390
H -6.723860 1.667670 -5.566353
H -6.902528 -0.324490 -3.202937
H -8.213049 0.678401 -3.843204
H -7.793375 0.751891 -2.129701
H -6.395812 3.946747 -3.527738
H -7.543357 3.285433 -2.366571
H -7.890431 3.185956 -4.089743
H 2.054227 -2.549911 0.828058
H 2.646407 -2.595971 -0.826357
H 2.059089 -4.837902 0.107343
H -1.579360 -6.303492 -1.529687
H -2.305570 -5.830459 -3.553213
H -1.652830 -4.332274 -4.210917
H -3.391275 -4.656370 -4.292576
H -4.521629 -5.268959 -2.257674
H -4.481131 -4.004942 -1.040928
H -3.515086 -5.456722 -0.825465
H -2.384657 -2.101252 -3.243600
H -3.357447 -2.021192 -1.783014
H -4.050957 -2.690511 -3.258433
H 1.395405 -7.599777 -2.339459
H -0.296315 -8.036809 -2.114255
H 0.967088 -9.052139 -1.423160
H 2.821399 -6.914403 -0.333466
H 2.267490 -8.350575 0.523629
H 2.078638 -6.762734 1.263183
H -1.375591 -7.783701 0.196036
H -0.405946 -7.232919 1.560103
H -0.122533 -8.833684 0.859234
H 0.572978 -1.369027 6.680689
H 0.911243 -3.372481 2.555683
H -0.835402 -3.280778 2.683178
H 0.026182 -4.666669 3.363761
H 2.362312 -3.198388 4.687688
H 1.419660 -4.597339 5.217937
H 1.588238 -3.195899 6.270077
H -1.938253 -2.991048 4.904784
H -1.010933 -2.882019 6.402724
H -1.070838 -4.402869 5.507629
O -5.169731 -2.650195 5.941190
C -4.371288 -1.981136 5.081685
C -3.598640 -0.889797 5.466875
C -2.814370 -0.276833 4.510426
N -2.768820 -0.668201 3.238013
C -3.499928 -1.704307 2.911271
Br -3.363427 -2.249219 1.083058
C -4.325838 -2.418225 3.762003
H -5.106936 -2.258384 6.818498
H -3.599114 -0.532332 6.488746
H -2.186272 0.567319 4.770679
H -4.900096 -3.269280 3.433387

Atoms 1-2, force components in eV/Å:
Y 0.014 0.020 0.140
C 0.003 -0.008 0.037

No. 2
C56H84O39 | wB97M-V/def2-TZVPD

HOMO energy	-9.851	eV
maximum force	4.71	eV/A
spin multiplicity	1
HOMO-LUMO gap	9.875	eV

Cartesian coordinates (Å):
O -1.720790 2.790604 -5.051201
C -2.545489 2.999284 -4.202587
O -2.344101 2.661299 -2.932366
C -3.428483 3.164181 -2.124895
C -4.623675 3.130913 -3.078272
C -3.966116 3.574528 -4.425941
H -3.157406 4.154271 -1.783382
H -3.455927 2.534154 -1.263247
H -5.434786 3.826612 -2.794818
H -4.862130 2.043759 -3.169785
H -3.914806 4.690304 -4.559427
H -4.468825 3.091001 -5.313565
O -0.770676 -4.132679 -5.047154
C -1.021890 -2.977149 -4.987958
O -2.013203 -2.497640 -4.215283
C -2.104093 -1.077851 -4.235719
C -0.759440 -0.647801 -4.886936
C -0.315614 -1.818903 -5.677808
H -2.287582 -0.568107 -3.258971
H -2.912047 -0.928046 -4.887602
H -0.024677 -0.395106 -4.099034
H -0.908036 0.246083 -5.546807
H 0.686685 -1.944889 -5.638145
H -0.553914 -1.865347 -6.738814
O 3.228697 5.700233 4.011839
C 2.129974 5.300087 4.062086
O 1.146975 5.935280 3.300020
C -0.246856 5.488767 3.628270
C 0.064037 4.118986 4.443869
C 1.503028 4.160788 4.925791
H -0.769174 5.313569 2.694178
H -0.712315 6.062085 4.389217
H -0.068804 3.240395 3.861772
H -0.650139 3.949998 5.279618
H 2.087234 3.234933 4.745649
H 1.679088 4.475863 5.948451
C 0.971955 4.613932 -5.220427
C 1.948887 3.474868 -5.577774
C 1.411906 2.118618 -5.297013
O 0.902681 1.654445 -6.593748
C 1.565758 2.430383 -7.535391
O 1.566214 2.026708 -8.681250
O 2.238726 3.414864 -6.965680
H 0.871480 4.700088 -4.123170
H 0.010678 4.574424 -5.702019
H 1.532917 5.478424 -5.541993
H 2.926998 3.690797 -5.149301
H 0.588143 2.107667 -4.646374
H 2.188485 1.436052 -4.929475
C 3.885893 5.676472 0.891491
C 3.840484 4.165800 1.252369
C 2.635512 3.449927 0.770691
O 3.185315 2.111395 0.609265
C 4.538160 2.181180 0.519973
O 5.226692 1.211125 0.416490
O 4.941018 3.437193 0.660403
H 2.946828 6.112578 1.247463
H 4.200827 5.728983 -0.177538
H 4.653478 6.145999 1.520491
H 3.940295 4.079894 2.346050
H 2.348694 3.877434 -0.179438
H 1.864162 3.494492 1.579900
C -0.372793 -7.258605 3.426470
C -1.316105 -6.118306 3.373578
C -1.253629 -5.272827 2.095009
O -2.634265 -4.959399 1.798280
C -3.374033 -5.870287 2.477909
O -4.547927 -6.040022 2.311607
O -2.681341 -6.602283 3.414100
H -0.840972 -7.974375 4.121272
H 0.580049 -6.950269 3.726144
H -0.333899 -7.790120 2.465975
H -1.212349 -5.415179 4.194890
H -0.904953 -5.821821 1.276342
H -0.660163 -4.354770 2.278603
C 6.727940 -2.951996 0.457808
C 5.612680 -3.979141 0.244320
C 5.811968 -5.342305 0.976664
O 4.664286 -5.395073 1.958584
C 3.854217 -4.339364 1.820074
O 2.976066 -4.010842 2.555535
O 4.347040 -3.573722 0.816496
H 7.159701 -3.072074 1.495639
H 6.396662 -1.880982 0.322092
H 7.575659 -3.054694 -0.212124
H 5.326152 -4.276258 -0.809093
H 6.632085 -5.455723 1.644514
H 5.687341 -6.219121 0.343948
C 2.672244 -2.368464 5.367647
C 1.591289 -1.732519 4.470559
C 0.464891 -1.137525 5.254468
O 0.029246 -0.063266 4.305711
C 1.185618 0.297202 3.665666
O 1.248094 1.366888 3.105188
O 2.108011 -0.601126 3.719246
H 3.240333 -3.107302 4.799269
H 2.218364 -2.944779 6.194500
H 3.337062 -1.660972 5.878558
H 1.192183 -2.430233 3.767552
H 0.767040 -0.578380 6.155299
H -0.327458 -1.861323 5.447581
C -4.417484 7.238675 0.818004
C -3.842765 6.698670 2.108508
C -4.937464 6.118095 3.072719
O -4.453664 4.840743 3.316734
C -3.499876 4.451445 2.487611
O -3.017353 3.345635 2.526367
O -3.111509 5.463919 1.693145
H -3.592807 7.301575 0.142684
H -4.743177 8.225305 1.062097
H -5.216477 6.554662 0.536013
H -3.095050 7.308555 2.627286
H -5.941947 6.021379 2.702708
H -4.984840 6.701034 4.007687
C 0.124208 -5.147602 -1.578703
C 0.930943 -5.972583 -2.574700
C 2.120218 -5.211533 -3.198489
O 3.220137 -5.479262 -2.345198
C 2.948721 -6.588654 -1.640736
O 3.706570 -7.070106 -0.874254
O 1.679039 -7.034168 -1.928562
H 0.650709 -5.076694 -0.641792
H -0.874720 -5.539599 -1.329031
H -0.045318 -4.135228 -1.986311
H 0.285419 -6.395522 -3.306906
H 1.935325 -4.179032 -3.231671
H 2.378079 -5.538044 -4.223235
C -5.196294 -0.038701 2.911112
C -3.713198 0.374924 3.007761
C -3.201287 0.468401 4.431948
O -2.827899 -0.972032 4.649098
C -2.491996 -1.476031 3.455707
O -1.963365 -2.488134 3.219618
O -2.927453 -0.655048 2.443042
H -5.487509 -0.041792 1.837424
H -5.817540 0.673006 3.479526
H -5.195638 -1.064721 3.275896
H -3.486469 1.357703 2.547601
H -4.101844 0.524973 5.032696
H -2.325923 1.085337 4.499460
C -2.415049 -2.598011 -0.856664
C -3.833790 -2.407526 -1.435473
C -4.929974 -2.733735 -0.374670
O -5.134896 -1.398620 0.158182
C -4.530035 -0.440968 -0.524854
O -4.604168 0.719578 -0.324420
O -4.020018 -0.986510 -1.680874
H -2.164739 -3.635251 -0.803756
H -2.283952 -2.187708 0.174811
H -1.699876 -2.134196 -1.531881
H -3.902374 -2.924235 -2.369128
H -4.586932 -3.365930 0.416817
H -5.849995 -3.040156 -0.848567
C 0.184391 -0.775775 0.646869
C -0.306810 0.242798 -0.255482
C -0.906558 1.447341 0.413886
O -0.533155 2.567175 -0.426129
C 0.450149 2.135359 -1.233136
O 0.983314 2.844241 -2.042113
O 0.820052 0.877288 -1.009062
H 0.226286 -1.745761 0.213504
H -0.486483 -0.889206 1.523972
H 1.169786 -0.428588 0.941849
H -0.972959 -0.079899 -1.025161
H -0.391441 1.564758 1.361321
H -1.964258 1.371110 0.477008
C 3.960885 1.000991 -2.772637
C 3.743799 -0.495483 -2.754114
C 3.768012 -1.190033 -1.392695
O 2.520658 -1.770126 -1.307339
C 1.784628 -1.597407 -2.451732
O 0.675324 -2.058799 -2.640358
O 2.446063 -0.754353 -3.307701
H 3.733063 1.354603 -3.743962
H 5.034323 1.206517 -2.529481
H 3.263229 1.380629 -2.053341
H 4.453184 -0.904856 -3.426566
H 3.931322 -0.457487 -0.566327
H 4.537253 -1.988164 -1.244382

Atoms 1-2, force components in eV/Å:
O -0.020 0.097 0.043
C -0.286 -0.017 -1.500